Entry 1:
The following is a DFT calculation (ωB97M-V/def2-TZVPD) of a structure of composition C39H51BN8O2S3Sn at a distorted geometry.

XYZ file:
```
105
Properties=species:S:1:pos:R:3:lowdin_charge:R:1
C 3.82 3.86 4.35 -0.259
H -4.50 -0.01 -3.62 0.090
C -1.34 4.27 -2.43 -0.041
H 2.22 3.65 5.73 0.102
H -0.34 4.60 -2.18 0.088
C -5.36 0.30 1.24 -0.545
H -3.35 -5.22 -1.27 0.097
H -5.65 -1.85 1.37 0.090
N -1.46 0.03 -2.16 0.206
C -0.96 2.12 -1.17 -0.584
C -1.59 -4.63 -0.17 -0.542
H -0.52 -1.18 -4.80 0.093
H -6.44 1.47 -0.21 0.094
H 7.65 1.63 1.04 0.098
H -2.18 -4.35 -2.26 0.086
H -3.18 -3.47 -1.09 0.072
C -5.42 1.37 0.14 -0.041
B -0.79 -0.02 0.08 -0.588
H -1.17 -0.11 5.20 0.083
H -3.68 -1.36 -2.83 0.069
C -0.99 -6.02 -0.29 -0.040
H -1.60 4.61 -3.43 0.095
H 3.66 -2.44 -0.99 0.091
H -3.45 1.07 -5.61 0.089
C 6.06 1.75 -0.39 -0.148
H -0.13 -6.14 0.36 0.095
C -3.81 -0.84 -3.77 -0.023
Sn 1.84 1.67 1.28 0.950
C 1.57 -2.67 -1.12 -0.221
H -4.42 -0.41 3.78 0.129
C -2.33 -0.43 3.45 -0.229
H 9.31 0.82 -0.59 0.110
C 6.62 1.09 -2.63 -0.068
H -1.45 -1.80 4.81 0.097
S 2.12 -0.02 -0.69 0.720
N -0.92 -2.35 0.05 0.207
O 3.85 3.38 3.09 0.050
C -1.92 2.02 -3.35 0.114
C 7.92 0.84 -2.23 -0.064
N -3.00 0.33 0.86 0.204
H 7.90 3.59 3.11 0.103
H -5.99 1.54 2.92 0.098
N -1.04 0.78 -1.14 0.018
H 6.34 0.96 -3.66 0.107
H -2.77 -0.83 5.50 0.094
C 5.94 3.36 3.89 -0.187
H -4.78 1.09 -0.69 0.063
H -3.04 -5.22 1.31 0.095
C -2.45 -0.34 -4.29 -0.542
C -1.49 -1.52 -4.43 -0.034
H -7.30 0.88 1.94 0.095
C -2.64 -4.40 -1.27 -0.024
S 0.32 -0.33 2.74 0.688
N 5.71 2.63 1.72 0.144
C 7.37 1.48 0.01 -0.021
H 1.76 4.34 4.17 0.088
S -0.29 2.91 0.18 0.664
H -1.73 -6.76 0.00 0.096
H 8.65 0.49 -2.95 0.110
H 5.38 4.19 5.86 0.136
C -2.64 0.35 -5.64 -0.042
H 2.99 -2.12 -2.57 0.093
C 8.30 1.02 -0.91 -0.060
C -1.42 2.79 -2.34 -0.218
C -5.72 -1.06 0.63 -0.021
N -1.73 0.09 1.19 0.016
H 0.98 -4.71 -1.33 0.131
N -0.12 -1.31 -0.14 -0.001
C -3.94 0.16 1.74 -0.190
C -3.63 -0.25 3.07 0.107
H -2.73 -3.48 1.27 0.064
C 2.53 4.31 4.93 0.022
N 5.21 3.08 2.82 -0.037
C -2.27 -4.46 1.20 -0.035
H -2.01 4.73 -1.71 0.101
H -4.25 -1.52 -4.50 0.097
H 7.83 3.32 4.86 0.096
H -1.34 -2.00 -3.47 0.058
C 2.92 -2.78 -1.71 -0.045
C 7.39 3.05 3.90 0.017
C 0.70 -3.73 -0.98 0.115
H 4.67 1.75 -2.01 0.105
C 5.09 3.86 4.88 0.078
H -2.90 -0.40 -6.39 0.097
H -1.73 0.84 -5.97 0.095
H -1.54 -4.58 2.00 0.093
C -1.92 -0.81 4.82 -0.046
O 3.85 2.25 0.42 -0.280
C -1.33 -0.23 2.45 -0.598
C -1.91 0.60 -3.24 -0.178
C -0.56 -3.54 -0.35 -0.179
C 1.12 -1.41 -0.65 -0.563
C 5.68 1.54 -1.71 -0.023
H -5.05 -1.29 -0.19 0.074
H -0.70 -6.25 -1.32 0.089
H 3.14 -3.80 -2.02 0.096
H -6.46 -0.17 3.06 0.083
H -2.31 2.48 -4.25 0.130
C -6.33 0.66 2.37 -0.038
H -6.74 -1.03 0.25 0.097
H -1.89 -2.25 -5.13 0.095
H 2.65 5.31 5.35 0.105
H 7.53 1.99 3.72 0.101
C 5.11 2.24 0.62 -0.410
H -5.08 2.33 0.53 0.091
```

## Properties
- Charge: +2
- ΔE to the lowest compared entry with this formula, charge and spin: 46.48 kcal/mol
- HOMO level: -12.5 eV

---

Entry 2:
The following is a DFT calculation (ωB97M-V/def2-TZVPD) of a structure of composition C39H51N7SbSeSi3Ti at a distorted geometry.

XYZ file:
```
103
Properties=species:S:1:pos:R:3:mulliken_spin:R:1
H -0.20 -3.02 2.89 0.006
H -3.88 -1.93 -2.12 0.000
H -4.94 0.90 -1.99 0.001
H 3.21 0.84 -1.12 -0.003
C -2.40 2.60 -3.50 0.176
C -0.79 -5.20 -0.30 -0.001
H 1.94 -4.86 1.73 0.002
H 3.94 3.47 0.10 0.000
C 4.56 0.28 2.62 0.006
H 0.04 -3.66 -2.57 0.005
Si 0.14 -3.71 0.47 0.039
H -4.66 -3.29 -3.94 0.000
H 4.21 -2.65 -1.90 0.000
N -3.55 -0.24 -1.03 0.005
H 4.70 0.10 -0.58 -0.001
C 3.67 0.31 -0.29 0.009
C 1.94 -4.15 0.91 0.000
C 4.44 2.97 0.93 0.000
H 2.89 3.97 4.99 0.001
H -6.64 0.71 -0.17 0.000
H 3.16 -0.65 -0.17 0.006
C -4.74 0.34 -1.08 -0.002
Se -1.79 2.65 1.35 0.170
C -5.33 -0.47 1.07 -0.002
H -1.75 -3.09 2.03 -0.002
H 0.09 3.70 5.00 0.001
C -3.22 -0.97 0.05 0.015
H -0.85 2.53 4.10 0.001
C 0.86 3.31 -1.80 -0.008
H 2.77 0.34 4.71 -0.004
N -2.26 4.01 0.37 0.320
C 1.06 -1.87 -1.64 0.047
H -0.14 -0.80 -3.15 0.006
H -3.14 -4.83 -5.13 0.000
C 1.22 3.54 0.55 -0.054
N -1.30 -1.85 -1.12 -0.049
Si 3.61 1.30 1.33 0.025
H -0.78 -0.04 4.06 0.009
C -2.04 2.23 -1.16 0.099
N 2.28 -2.35 -1.35 0.012
H 0.78 3.72 -2.79 0.004
H 4.48 3.65 1.76 0.000
C -2.78 -4.23 -4.32 0.000
N 0.82 1.36 -0.38 0.010
C -0.77 -3.56 2.14 0.024
H -2.44 2.23 -4.51 0.006
C -2.70 3.94 -3.25 -0.066
C 1.04 4.13 -0.68 0.058
H 2.99 4.46 3.32 0.000
C 3.27 -2.21 -2.21 0.000
C -3.63 -3.37 -3.65 0.000
H -1.79 -4.93 -0.62 0.000
C 1.91 -0.98 -3.73 0.006
Si 1.63 2.32 3.64 -0.018
C 1.17 2.14 0.69 0.100
H 2.46 -4.61 0.08 0.001
H -3.81 -1.67 2.01 -0.001
H 2.09 1.40 5.91 0.002
H -2.98 4.58 -4.08 -0.001
C -2.35 3.61 -0.91 -0.011
H -1.86 0.68 -2.65 -0.025
Ti -0.68 -0.15 -0.38 0.490
C -3.17 -2.59 -2.60 0.000
N -1.70 1.52 -0.05 0.047
C 3.15 -1.54 -3.42 0.002
C -1.00 -3.53 -2.86 0.004
C -5.68 0.25 -0.07 0.005
H 1.41 4.14 1.42 -0.017
C -2.68 4.46 -1.98 0.102
H 4.73 0.83 3.54 0.004
H -0.26 3.98 3.30 0.000
H 5.46 2.78 0.62 0.000
H 2.51 -3.28 1.21 0.000
H -1.58 -1.10 2.89 -0.013
H -1.45 0.63 2.56 0.006
H 1.08 5.21 -0.79 -0.007
H -6.02 -0.56 1.90 0.000
C 0.86 -1.13 -2.85 -0.009
C -0.01 3.21 4.03 0.008
C -2.06 1.74 -2.47 -0.087
H 4.04 -0.64 2.86 -0.003
H 1.06 0.29 5.05 -0.004
H -0.94 -4.56 2.53 0.002
Sb 0.90 -0.57 1.90 0.470
H 1.77 -0.46 -4.67 0.000
H 3.98 -1.46 -4.10 0.000
H -0.90 -5.96 0.46 0.000
C -4.10 -1.09 1.15 0.014
N -1.98 -1.55 0.10 -0.054
H -2.90 5.49 -1.77 0.000
H -0.28 -5.65 -1.14 0.000
H 5.53 0.02 2.22 0.001
H 0.63 1.29 -2.45 0.011
H 4.00 3.16 3.92 0.000
H -0.79 -4.98 -4.41 0.000
C 3.01 3.60 3.98 0.001
C -0.95 -0.23 3.01 0.053
C -1.46 -4.30 -3.91 0.001
C 1.91 0.95 4.94 0.034
C -1.84 -2.65 -2.18 -0.002
C 0.03 -2.16 -0.68 -0.087
C 0.75 1.96 -1.59 0.015
C 1.73 1.49 1.87 0.087
```

## Properties
- 2S+1: 3
- Charge: +1
- HOMO level (alpha / beta): -8.8 / -10.4 eV

---

Entry 3:
The following is a DFT calculation (ωB97M-V/def2-TZVPD) of a structure of composition C39H52BN10ReS3 at a distorted geometry.

XYZ file:
```
106
Properties=species:S:1:pos:R:3:mulliken_spin:R:1
H -4.26 -0.03 3.16 0.000
C 4.63 1.66 -3.19 0.002
H 4.88 2.43 0.19 -0.001
H 0.25 -0.64 5.70 -0.001
C -3.62 -2.47 -1.35 0.001
C 3.37 -0.29 -1.17 0.014
C -0.13 -3.05 -1.37 0.014
H 4.70 3.52 -1.18 0.000
N 1.81 -2.40 3.26 0.001
C -0.79 -2.66 -3.77 0.001
C 0.34 5.33 1.56 -0.003
H 1.00 -3.63 5.57 0.000
C 1.77 -1.76 2.08 0.030
H 6.50 -0.79 -0.77 0.000
H -2.40 3.24 -1.17 -0.005
C -2.26 2.16 -1.27 0.021
C 4.47 2.52 -0.81 0.006
S -1.52 -3.16 1.03 0.088
C -2.56 0.27 1.90 0.003
B 2.14 -2.44 -0.43 0.003
H -4.76 -0.64 -1.69 0.000
H -4.77 2.33 -0.36 0.000
H -3.80 -3.55 0.54 -0.001
C 6.60 1.56 -1.68 0.000
H -0.47 -1.82 4.61 -0.001
H -0.89 -3.09 -4.76 0.000
C -0.06 3.12 -1.49 0.000
C -1.21 -2.30 -0.51 -0.006
C -0.32 -3.43 -2.79 0.000
C 5.08 1.48 -1.74 -0.002
H 0.23 -3.90 -0.80 0.002
H -2.73 -4.45 -1.54 0.000
N -0.84 1.86 -1.55 -0.008
H -1.41 1.37 -3.55 -0.001
C -0.53 -0.37 -2.64 -0.033
C 2.06 -3.88 1.65 -0.002
H -1.67 -0.85 -4.53 0.000
C 0.47 4.34 2.53 0.002
C -4.22 -2.67 0.05 0.004
C 1.69 -1.80 4.61 0.007
H 0.32 1.51 -3.31 0.005
N 0.77 -1.87 -1.08 0.027
H 0.40 6.37 1.84 0.000
H 3.55 1.68 -3.29 0.001
H -5.56 -2.13 -2.16 0.001
C -3.45 -3.82 -2.05 0.000
N -2.31 -1.77 -1.24 -0.007
C -2.82 1.53 -0.01 -0.011
H 0.63 4.58 3.57 0.000
H -5.74 1.35 1.70 0.000
H 3.38 2.43 -0.74 -0.006
H 2.76 -3.37 5.66 0.000
N 3.34 -1.52 -0.66 0.023
N 4.63 0.15 -1.26 0.008
C -1.92 -0.91 -2.29 0.025
H -0.04 -4.45 -3.02 0.000
H -4.04 -1.80 0.67 -0.003
H -2.90 1.86 -2.11 0.003
H -5.29 -2.84 -0.03 0.001
H 0.22 -0.32 3.97 0.002
H 2.20 -4.77 1.07 0.000
H 2.38 -3.46 -0.97 0.000
C 0.86 -0.91 -2.20 0.027
H -1.89 -0.34 2.51 0.007
N 1.93 -2.65 1.07 -0.019
C -3.88 0.43 2.26 -0.009
H 2.05 -4.48 3.76 0.000
H -4.41 -4.34 -2.04 0.000
C 1.79 -2.89 5.67 0.000
Re -0.02 0.65 0.32 0.837
C 0.40 3.02 2.13 0.001
H 0.05 5.70 -0.53 0.000
C 0.34 -1.10 4.72 0.000
H 0.50 2.22 2.85 -0.005
H 6.91 2.55 -2.01 0.000
H -4.30 -1.50 -3.19 0.000
S 1.89 0.52 -1.61 0.051
C 0.15 4.95 0.25 0.003
H 3.81 -1.34 4.67 0.000
N -0.20 -1.29 -0.19 -0.138
H 1.67 -2.43 6.65 0.000
C 5.43 -0.86 -0.80 0.001
S 1.65 -0.05 1.91 0.057
H -0.52 3.89 -2.12 0.000
H 5.02 2.60 -3.56 0.000
C -4.70 1.19 1.45 0.004
H 2.82 0.03 4.14 0.005
C -4.16 1.74 0.29 0.004
H -3.14 -3.69 -3.09 0.000
C 2.86 -0.83 4.81 -0.003
H 7.07 0.83 -2.34 0.000
H 1.38 -1.37 -3.04 -0.016
H -2.68 -0.15 -2.43 0.002
C 1.98 -3.73 3.00 0.000
C -1.26 -1.28 -3.62 0.001
C -0.61 1.15 -2.84 -0.018
N 0.21 2.65 0.86 -0.025
H 4.88 -2.86 -0.04 0.001
N -2.03 0.81 0.80 0.015
H 2.83 -0.45 5.83 0.000
H 5.03 0.87 -3.82 0.000
H 6.97 1.43 -0.67 0.000
C -4.61 -1.62 -2.15 -0.001
C 0.09 3.60 -0.07 0.008
C 4.63 -1.89 -0.43 0.005
H 0.94 2.94 -1.88 -0.004
```

## Properties
- 2S+1: 2
- Charge: +3
- HOMO level (alpha / beta): -14.8 / -14.4 eV

---

Entry 4:
The following is a DFT calculation (ωB97M-V/def2-TZVPD) of a structure of composition C39H52Br3F3NO17S at a distorted geometry.

XYZ file:
```
116
Properties=species:S:1:pos:R:3:lowdin_charge:R:1
H 1.35 7.65 -1.09 0.082
C -1.62 1.56 4.23 -0.585
H 4.96 -3.20 -0.16 0.117
C 0.69 -0.71 -7.40 -0.039
H -1.46 -1.22 2.49 0.084
H -4.08 -4.00 5.64 0.107
H -5.59 3.10 4.91 0.088
H -4.09 -2.81 -0.92 0.092
C -4.76 2.54 5.34 -0.032
C 4.10 -3.59 0.38 -0.027
H 1.88 -1.91 0.86 0.116
O -2.75 1.35 4.91 0.078
C 3.00 -4.11 2.47 -0.031
H -3.13 -6.57 -2.81 0.095
Br 0.29 1.34 -3.02 0.646
C 1.18 4.09 0.62 -0.532
H 0.58 -0.04 -8.25 0.089
O 3.03 -2.21 -3.88 0.157
C -3.67 -4.88 3.71 -0.288
C 4.41 4.14 -0.07 -0.323
C 4.63 3.12 1.04 -0.053
C -3.06 3.14 3.53 -0.113
C 4.05 -3.57 1.76 -0.287
H 0.59 6.21 2.68 0.135
H 2.13 -0.58 -2.02 0.032
O 2.77 -0.14 -4.70 0.021
H -3.22 -5.44 1.69 0.115
H 4.86 2.12 0.67 0.142
H 4.49 2.83 -1.72 0.092
C 6.43 4.50 0.85 -0.596
H -1.78 -2.17 -1.12 0.083
H -4.75 -1.83 4.66 0.097
H 0.75 -0.22 2.33 0.144
O -1.73 2.66 3.48 0.071
H 3.48 -1.29 -1.16 0.077
C 0.58 7.18 -0.48 -0.026
H 3.77 4.43 -2.12 0.092
H -0.06 -0.48 -6.63 0.039
C 0.28 -0.59 1.42 -0.288
H 2.15 6.83 0.90 0.152
H 2.76 -0.91 -7.72 0.145
H 0.17 1.47 0.62 0.111
S -3.37 0.74 -0.36 0.273
O 1.55 2.97 0.48 0.136
H 3.77 4.94 0.34 0.135
H 0.66 -1.60 -0.37 0.132
H -0.40 -2.55 1.97 0.090
H -3.18 4.14 3.96 0.130
C -2.84 -5.59 -2.47 -0.089
C -3.83 2.05 4.25 -0.297
F 0.18 -3.66 -1.95 0.036
H -0.76 6.27 1.52 0.134
H -0.79 0.36 -0.14 0.090
H -4.34 1.36 3.59 0.152
H -1.44 -1.76 0.81 0.065
H -2.10 0.90 -2.55 -0.109
F 5.09 -3.01 2.44 0.041
H 2.83 3.27 -1.20 0.060
C -1.54 0.81 -3.48 -1.493
C -3.48 -4.63 2.36 -0.010
C -4.35 -2.39 2.64 -0.069
H -1.25 0.86 1.31 0.090
O 1.65 5.14 -0.04 0.043
H 3.36 0.88 -6.41 0.129
O 2.07 -0.11 -0.05 -0.181
O 0.23 4.46 1.53 0.084
C 1.25 -1.13 0.42 -0.192
C -4.38 -2.62 4.01 -0.088
C 2.75 -1.49 -4.79 -0.565
H -0.11 6.70 -1.17 0.098
C 3.09 -4.27 -0.31 -0.076
O -2.22 0.29 -1.18 -0.482
O 2.26 -1.92 -5.97 0.100
C -3.94 -3.43 1.84 -0.076
C -3.78 -4.73 -1.91 -0.079
C 3.84 3.64 -1.38 -0.011
H -5.15 1.76 5.99 0.081
O -4.10 1.79 -1.07 -0.384
H -4.82 -5.02 -1.90 0.099
O 7.48 5.01 1.06 0.152
C -2.03 -3.20 -1.37 -0.052
C 2.01 -4.76 1.76 -0.090
H 2.99 -4.06 3.55 0.118
Br -2.34 1.97 -4.84 0.522
O 5.72 4.66 -0.30 0.085
H -3.87 -3.24 0.77 0.061
H 1.67 1.12 -5.98 0.115
C -1.47 -5.30 -2.35 -0.029
C -1.10 -4.08 -1.85 -0.302
C 1.21 6.35 0.64 -0.266
H 3.37 0.49 -1.43 0.081
H -3.53 3.20 2.54 0.132
C -4.08 -3.86 4.57 -0.026
C 2.00 -4.80 0.36 -0.083
C 2.82 -0.42 -1.19 -0.114
O -4.36 -0.37 -0.23 -0.406
H 0.05 8.05 -0.05 0.085
H 1.15 -5.09 2.33 0.106
Br -1.52 -1.03 -4.11 0.639
C -0.83 -1.58 1.69 -0.016
C 0.23 5.87 1.71 -0.076
F -3.37 -6.11 4.19 0.037
H -0.72 -6.03 -2.65 0.111
O -2.97 1.14 1.03 -0.400
H -4.24 3.25 6.00 0.084
O 5.87 3.58 1.63 0.076
C 2.48 0.39 -5.98 -0.115
N -0.38 0.63 0.79 0.200
H 1.09 -5.21 -0.06 0.094
O -0.65 0.89 4.32 0.158
H 3.83 3.07 1.77 0.130
C 2.09 -0.82 -6.85 -0.308
H 3.16 -4.30 -1.39 0.108
C -3.38 -3.52 -1.32 -0.079
H -4.71 -1.42 2.33 0.102
H 0.28 -1.66 -7.77 0.088
```

## Properties
- Charge: -1
- HOMO level: -4.8 eV

---

Molecular weight for every record listed, in sequence, given in g/mol: 889.61 950.73 954.13 1135.61.